Below is a 2-piece molecular cluster, C19H12F3NO3 overall, with properties calculated with the ωB97M-V functional and the def2-TZVPD basis.

LUMO = -3.37 eV
HOMO-LUMO gap = 3.59 eV
Energy = -1311.0778 a.u.
Relative energy (zero: lowest compared OMol25 entry of this formula, charge and spin) = 48.1 kcal/mol

```
! wB97M-V def2-TZVPD RIJCOSX def2/J DEFGRID3
* xyz 0 1
F 2.378 2.666 2.755
C 2.276 1.292 2.679
C 3.460 0.552 2.671
C 3.310 -0.837 2.566
F 4.448 -1.612 2.612
C 2.084 -1.458 2.448
C 0.876 -0.679 2.429
C -0.334 -1.374 2.206
C -1.677 -0.963 2.410
C -2.674 -1.980 2.569
C -4.019 -1.667 2.669
C -4.448 -0.330 2.665
C -3.477 0.657 2.539
F -3.878 1.976 2.555
C -2.125 0.388 2.388
C 1.011 0.728 2.626
H 4.434 1.023 2.736
H 2.009 -2.543 2.360
H -0.197 -2.436 1.985
H -2.342 -3.022 2.585
H -4.753 -2.469 2.765
H -5.501 -0.063 2.743
H -1.437 1.198 2.187
H 0.139 1.366 2.703
O -0.714 -0.667 -0.386
C -1.235 -1.423 -1.231
C -1.351 -1.050 -2.663
N -0.542 0.070 -3.116
O 0.690 0.022 -2.942
O -1.123 1.027 -3.670
C -2.306 -1.632 -3.489
C -3.028 -2.741 -3.047
C -2.794 -3.266 -1.760
C -1.870 -2.687 -0.916
H -2.446 -1.209 -4.488
H -3.758 -3.202 -3.712
H -3.353 -4.140 -1.419
H -1.662 -3.096 0.074
*
```